Formula: C4H34NO13
Source: the Open Molecules 2025 dataset
Level of theory: ωB97M-V with the def2-TZVPD basis set

Output
Calculated total energy (Ha): -1205.4737
Frontier orbital gap (eV): 10.94
HOMO energy (eV): -13.18

```
! wB97M-V def2-TZVPD RIJCOSX def2/J DEFGRID3
* xyz 1 1
C 2.04028 0.64452 -1.92644
O 2.69641 -0.42757 -1.30761
C 1.22910 1.44785 -0.98842
C 0.33766 2.68633 -1.41597
C 0.21114 3.68396 -0.25008
O -0.33696 2.91059 0.80592
N 0.22278 0.48756 -0.34688
H 1.44991 0.13557 -2.71236
H 2.72068 1.34288 -2.47544
H 2.99604 -0.19997 -0.40597
H 1.90793 1.84518 -0.16739
H -0.70298 2.38426 -1.71984
H 0.79835 3.00404 -2.34422
H -0.54279 4.48071 -0.47450
H 1.19456 4.10022 -0.13363
H 0.28510 2.90262 1.54817
H -0.62467 1.04460 -0.05446
H -0.15601 -0.25401 -0.99076
H 0.71191 0.06735 0.45260
H -2.88694 1.34654 -0.37856
H -2.85450 -0.08955 0.22390
O -2.52815 0.81519 0.34890
H -2.10004 -2.81044 2.36346
H -1.62078 -1.44545 2.04408
O -1.56267 -2.34702 1.71170
H -3.06701 -3.68891 -1.11302
H -2.27538 -3.04927 0.03184
O -2.68986 -2.85891 -0.81186
H 3.76259 -0.53160 2.21189
H 2.42332 -0.78829 3.02721
O 2.80759 -0.47373 2.14147
H 0.47733 -1.45019 4.09383
H 1.35380 -2.66025 3.61732
O 1.33697 -1.70578 3.73061
H -0.51421 -3.99927 -3.27329
H 0.17916 -3.17432 -4.44474
O -0.45347 -3.15905 -3.72718
H -2.38454 0.82635 2.60576
H -3.47338 0.15955 3.09585
O -2.52156 0.13941 3.29167
H 2.73661 -4.12057 0.91996
H 2.53987 -2.69907 0.42251
O 2.06843 -3.52026 0.58356
H 3.20532 2.67449 2.01904
H 2.41583 1.23812 1.92382
O 2.37320 2.20558 1.97509
H -1.73173 -1.58332 -1.85812
H -0.47869 -1.75491 -2.78584
O -0.98562 -1.10183 -2.23555
H -3.44445 1.81241 -2.75118
H -3.27371 3.22191 -2.16645
O -3.27181 2.28575 -1.93041
*
```

---

Formula: C4H34NO15
Source: the Open Molecules 2025 dataset
Level of theory: ωB97M-V with the def2-TZVPD basis set

Output
Calculated total energy (Ha): -1356.1418
Frontier orbital gap (eV): 8.69
HOMO energy (eV): -6.13

```
! wB97M-V def2-TZVPD RIJCOSX def2/J DEFGRID3
* xyz -1 1
C 1.03636 0.87609 -2.95155
C -0.10367 1.38337 -2.16250
N -0.37575 0.60235 -1.09000
C 0.23242 -0.67545 -0.79530
C 0.38941 -0.70852 0.79321
O -0.79254 -0.56523 1.37130
O -0.87295 2.30825 -2.43710
H 0.86603 0.63969 -3.97966
H 1.57044 -0.05924 -2.63415
H 1.91598 1.55220 -3.15406
H -1.25032 0.71893 -0.65078
H -0.34754 -1.57665 -1.16303
H 1.21628 -0.80090 -1.28572
H 0.90703 -1.62987 1.08179
H 1.12536 0.22178 1.04189
H -2.22034 2.40384 0.52851
H -1.41375 2.91612 -0.60055
O -1.61443 3.03774 0.29660
H 3.36153 0.86972 -1.14332
H 3.78576 -0.65379 -0.76419
O 3.62601 -0.06728 -1.51858
H -0.82579 -3.06059 2.34709
H -1.35558 -3.71533 1.08484
O -0.62610 -3.80259 1.82753
H 0.85349 3.85064 1.33964
H 0.16232 2.35252 1.27892
O 0.87809 2.84409 1.13697
H -1.85222 -1.48893 0.77343
H -3.25388 -1.85618 0.72152
O -2.49808 -2.15488 0.28853
H -1.80357 -1.16176 2.74011
H -0.99418 -0.93091 4.04624
O -1.66547 -1.48273 3.64620
H 0.69357 -3.65793 0.82776
H 0.70987 -3.98044 -0.81813
O 1.24908 -3.65293 -0.03074
H -2.36091 0.72759 1.12437
H -3.52535 0.86694 0.10928
O -3.32620 1.02375 0.98048
H 0.23194 -2.66254 -3.21364
H 1.61404 -2.04234 -2.72458
O 1.03159 -2.90483 -2.78110
H -2.72466 -0.88485 -1.72785
H -3.61417 0.30473 -2.28236
O -2.81471 -0.02992 -2.16339
H 2.65871 0.75654 1.85282
H 2.13002 1.96873 1.36290
O 2.98548 1.57843 1.54194
H 3.40824 2.68225 -0.01980
H 1.95600 2.89097 -0.26238
O 2.75042 3.07599 -0.53923
H -0.64733 0.50379 2.65251
H 0.07891 1.88821 2.83436
O -0.54489 1.36137 3.26298
*
```

---

Formula: C4H35N2O12S
Source: the Open Molecules 2025 dataset
Level of theory: ωB97M-V with the def2-TZVPD basis set

Output
Calculated total energy (Ha): -1583.8896
Frontier orbital gap (eV): 8.58
HOMO energy (eV): -5.97

```
! wB97M-V def2-TZVPD RIJCOSX def2/J DEFGRID3
* xyz -1 1
N 2.28740 0.39904 1.11773
C 1.79783 -0.08795 -0.07834
C 2.65691 0.44165 -1.24721
S 4.42450 0.52500 -1.04905
C 0.26629 0.14116 -0.42428
N -0.24437 -1.01790 -1.09953
C -1.69538 -1.07940 -1.19506
H 1.61871 0.94970 1.57255
H 3.24815 0.87033 1.18734
H 1.91178 -1.13482 -0.06761
H 2.61034 -0.24021 -2.13943
H 2.17845 1.38875 -1.48880
H 0.25848 1.01073 -1.06685
H -0.29121 0.49331 0.50998
H -0.00902 -1.88442 -0.61134
H -1.99159 -1.58910 -2.19915
H -2.08480 -0.01736 -1.07411
H -2.23074 -1.53071 -0.32164
H -1.68254 1.99627 0.67639
H -2.88841 2.65964 -0.06022
O -2.49525 1.78741 -0.10518
H -2.71486 0.76123 3.26110
H 0.50914 1.63420 2.83362
O -1.86438 0.42690 2.96024
H -1.25735 -4.01385 1.51023
H -2.75229 -3.37211 1.71450
O -2.13997 -3.90417 1.11697
H 1.26146 1.63316 -3.16541
H 0.66916 0.77666 -4.39000
O 1.47440 1.22815 -3.95497
H -1.75035 -1.68371 2.52834
H -1.29403 -1.70818 3.94347
O -1.59202 -2.29987 3.18724
H -1.61329 0.94460 -3.72055
H -2.43413 -0.29001 -3.98404
O -1.62702 0.12241 -4.28454
H 0.37052 -2.64568 1.86120
H 1.84715 -3.12104 1.78525
O 0.92346 -3.36080 1.44587
H 1.66555 2.93144 -0.38527
H 0.51847 2.91817 0.51675
O 0.94687 3.28474 -0.19186
H -0.48980 3.18255 2.27330
H -1.36285 1.16227 2.31217
O -0.54590 2.31028 1.81804
H 0.45357 0.71577 4.12932
H 4.41880 0.95534 0.14095
O 0.97818 1.25041 3.71058
H 1.85833 -3.48926 -0.38523
H 1.40487 -2.77045 -1.71859
O 2.09343 -3.31127 -1.19870
H -2.63665 1.77731 -2.07214
H -1.13135 1.82761 -1.97084
O -1.83262 2.04606 -2.46320
*
```

---

Formula: C4H35O14S
Source: the Open Molecules 2025 dataset
Level of theory: ωB97M-V with the def2-TZVPD basis set

Output
Calculated total energy (Ha): -1624.7404
⟨S²⟩: 0.754
Frontier orbital gap (alpha / beta) (eV): 9.24 / 4.04
HOMO energy (alpha / beta) (eV): -10.19 / -10.15

```
! wB97M-V def2-TZVPD RIJCOSX def2/J DEFGRID3
* xyz 0 2
C -3.30250 1.42464 -1.98517
O -2.91918 0.14341 -2.63153
C -3.08110 1.35874 -0.50320
C -1.68789 1.50423 -0.03675
C -1.37899 2.96446 0.46411
S 0.28984 3.28505 0.92015
H -4.35590 1.30976 -2.19813
H -2.69692 2.12387 -2.56376
H -3.90315 1.89252 0.07129
H -3.35498 0.32112 -0.23134
H -1.56773 0.81273 0.76331
H -0.95589 1.07017 -0.74739
H -2.07572 3.11368 1.29950
H -1.44855 3.54583 -0.45995
H 0.42271 2.37955 1.93403
H 1.32893 -1.74918 -0.11620
H 0.06587 -1.38992 0.88328
O 0.36860 -1.72192 -0.12205
H -3.07095 -0.28661 2.73243
H -1.54843 -0.05807 2.26493
O -2.35159 0.35531 2.69527
H 0.94670 0.07207 1.19335
H 1.53032 0.70689 -0.04730
O 1.81431 0.13657 0.67996
H 3.80254 1.46087 1.23911
H 4.02632 1.36193 2.64224
O 4.43494 1.82238 1.88904
H 0.50407 -0.39477 3.71506
H 0.00073 0.28228 5.03562
O 0.73455 -0.20650 4.64343
H -2.91810 -0.57620 -1.99274
H 0.31631 -4.20846 -0.01905
O -0.22950 -4.08025 0.76034
H 3.18492 -0.85988 0.21726
H 4.09478 -1.96892 0.86356
O 3.93676 -1.47776 0.04667
H -0.49286 -3.17955 0.64619
H -1.52802 -1.78133 1.29190
O -2.31875 -1.67103 0.68493
H 0.08728 -1.00179 -2.68051
H 1.46253 -0.84863 -3.41099
O 0.74450 -0.36801 -2.98739
H 2.52485 0.72081 -2.21001
H 3.75722 0.64982 -1.29387
O 2.96307 1.16778 -1.47996
H 1.97775 -2.26759 -1.71843
H 3.46708 -1.95727 -1.55056
O 2.83350 -2.47749 -2.09874
H -1.25469 0.58210 -3.91188
H -0.12770 1.53531 -3.39797
O -0.83553 1.43523 -4.03111
H -2.13537 -2.23496 -0.07436
H 0.10052 -1.75212 2.74110
O -0.18150 -1.02091 2.18229
*
```

---

Formula: C4H35O14S2
Source: the Open Molecules 2025 dataset
Level of theory: ωB97M-V with the def2-TZVPD basis set

Output
Calculated total energy (Ha): -2023.2042
Frontier orbital gap (eV): 8.36
HOMO energy (eV): -5.90

```
! wB97M-V def2-TZVPD RIJCOSX def2/J DEFGRID3
* xyz -1 1
C -0.97151 1.16802 -0.64698
C -1.61613 -0.12684 -0.09618
O -2.24982 -1.00837 -1.01942
C -0.09756 1.73610 0.47412
S 0.91925 3.14592 0.14014
S 2.82751 2.60114 -0.52616
C 3.52064 1.17565 0.36098
H -0.29499 0.90897 -1.45336
H -1.77218 1.82572 -0.94753
H -2.34222 -0.00696 0.69634
H -0.74531 -0.71655 0.20673
H -0.64510 1.96863 1.39476
H 0.44242 0.86435 0.83843
H 3.12096 1.17251 1.37854
H 4.60792 1.13206 0.45931
H 3.25742 0.22524 -0.10867
H 2.31476 -1.49664 -3.13232
H 1.69406 -0.79608 -4.36425
O 2.30751 -1.48383 -4.14532
H 0.30419 -2.54093 2.84582
H 0.46391 -3.19969 1.42505
O -0.15424 -3.11146 2.17269
H 1.98359 -2.00509 -0.42789
H 2.65566 -3.29725 0.34993
O 2.06481 -2.55688 0.51201
H 0.41079 -1.46026 -2.39114
H 2.03789 -0.42643 -1.46770
O 1.78091 -1.31768 -1.68898
H -1.55990 -1.27588 -1.74579
H -0.18940 -2.19923 -3.51670
O -0.44029 -1.42383 -3.02714
H -3.61566 -2.20536 1.44718
H -2.96934 -1.94223 2.64458
O -3.85713 -1.79162 2.31540
H 1.18705 -1.46002 3.87181
H -0.26708 -1.08737 4.31639
O 0.47964 -1.60906 4.55378
H -2.71350 0.73553 -2.49280
H -3.73483 -0.32812 -2.30973
O -3.63522 0.60456 -2.40733
H 2.43817 -1.22041 1.86955
H 3.00563 -1.98869 2.97917
O 2.56579 -1.12975 2.83558
H -4.05050 1.56812 -0.30762
H -4.35151 2.46159 0.91254
O -3.62180 2.06246 0.40153
H -2.97134 3.44537 -0.44985
H -2.91662 3.82210 -1.93369
O -2.68169 4.16436 -1.05119
H -3.04349 1.30126 2.35275
H -3.99295 0.19123 2.82051
O -3.68748 1.05974 3.03910
H 2.34738 -3.10787 -1.77949
H 2.95527 -3.60471 -3.05794
O 2.67461 -3.93115 -2.21110
*
```